{"formula": "C6H5NO", "method": "the ωB97M-V functional and the def2-TZVPD basis", "lumo_ev": 0.64, "smiles": "CC#Cc1cnco1", "mol_weight_g_mol": 107.11, "e_homo_ev": -8.266, "total_charge": 0, "symbols": ["C", "C", "C", "C", "C", "C", "N", "O", "H", "H", "H", "H", "H"], "coordinates": [[0.3961, 0.0289, -0.1797], [1.7391, 0.1588, -0.1255], [-1.7377, -1.1646, -0.0045], [-3.0264, 0.5721, -0.0611], [-0.9813, -0.0440, -0.1727], [3.1468, 0.2195, 0.1240], [-3.0235, -0.7350, 0.0615], [-1.7646, 1.0172, -0.2711], [-1.4745, -2.1478, 0.3000], [-3.7309, 1.2407, -0.2717], [3.5188, 1.2885, 0.1933], [3.2105, -0.2661, 1.1953], [3.7276, -0.1682, -0.7879]], "forces_ev_per_angstrom": [[11.9, 1.6, 0.4], [-11.4, -0.7, -0.8], [-0.6, 1.5, 0.7], [3.9, -4.5, -0.3], [0.5, -1.8, -0.1], [1.3, 0.4, 0.7], [-2.2, 0.9, 0.2], [-0.3, 1.5, 0.2], [0.3, -0.5, -0.3], [-3.1, 2.4, -0.3], [-0.7, -1.1, 0.2], [0.9, 0.6, -2.3], [-0.6, -0.2, 1.8]]}



{"formula": "C9H20O2SSi", "method": "the ωB97M-V functional and the def2-TZVPD basis", "lumo_ev": 0.60, "smiles": "CC[C@@H]1[C@@](CC)([Si](C)(C)C)S1(=O)=O", "mol_weight_g_mol": 220.41, "e_homo_ev": -9.325, "total_charge": 0, "symbols": ["C", "C", "C", "C", "C", "C", "C", "C", "C", "O", "O", "Si", "S", "H", "H", "H", "H", "H", "H", "H", "H", "H", "H", "H", "H", "H", "H", "H", "H", "H", "H", "H", "H"], "coordinates": [[0.7548, 0.2135, 1.2601], [-0.5818, 0.3001, 0.4653], [2.4254, 1.1471, 2.7672], [-0.4606, 2.0251, -1.4021], [-0.3243, -2.9491, 0.0935], [0.2127, -1.1336, -2.4023], [-2.8112, -1.1250, -1.1659], [1.5517, 1.4480, 1.5931], [-1.1141, 1.6434, -0.0651], [-1.0948, -1.3316, 2.7480], [-1.2041, 1.0873, 2.8906], [-0.8705, -1.2810, -0.7693], [-0.7897, -0.0600, 2.1536], [1.4046, -0.6288, 0.8375], [1.8143, 1.0433, 3.7730], [3.0321, 1.9502, 3.1344], [3.1708, 0.3261, 2.7235], [-1.0527, 1.5833, -2.2175], [0.5842, 2.0209, -1.5640], [-0.6784, 3.1783, -1.5121], [-1.3354, -3.3625, 0.3167], [0.1377, -3.5093, -0.7028], [0.2986, -2.9397, 0.9616], [0.6574, -2.1424, -2.6884], [-0.4722, -0.8047, -3.2643], [0.9623, -0.4226, -2.4059], [-3.1903, -2.1929, -1.3432], [-3.0871, -0.7498, -0.1572], [-3.0527, -0.5406, -2.0132], [2.1158, 1.8364, 0.7424], [0.9273, 2.2690, 1.9821], [-2.1793, 1.4944, -0.2101], [-1.0293, 2.4001, 0.6815]], "forces_ev_per_angstrom": [[0.3, -0.8, -0.5], [-1.1, -1.2, -1.7], [0.4, -0.7, 3.5], [-2.8, 3.3, -0.3], [-2.1, 1.3, -1.1], [-2.7, -2.0, -0.8], [2.1, -2.8, 1.8], [-0.3, 0.5, 0.7], [0.7, -1.5, -0.3], [-0.1, -0.6, -0.8], [-0.3, 1.3, 0.6], [0.4, 0.7, -0.3], [1.9, -0.3, -0.3], [-0.9, 0.9, 1.2], [0.7, -0.5, -2.1], [0.5, 1.1, -0.6], [-0.8, 0.0, -0.4], [0.7, -0.1, 0.0], [1.1, -0.8, 0.2], [0.2, -2.0, 0.0], [0.9, -0.2, 0.2], [0.1, -0.4, -0.2], [0.2, 0.2, 0.5], [-0.6, 1.2, 0.4], [0.8, -0.6, 1.2], [1.7, 1.4, 0.3], [0.3, 1.6, 0.4], [-0.7, -0.1, -0.9], [-0.3, 0.9, -0.5], [0.0, -0.2, -0.1], [-0.2, -0.3, -0.6], [-0.2, 0.2, -0.2], [0.3, 0.6, 0.5]]}



{"formula": "C35H32IN4O2PdSi", "method": "the ωB97M-V functional and the def2-TZVPD basis", "lumo_ev": [-3.50, -5.19], "s2": 6.12, "spin_multiplicity": 5, "mol_weight_g_mol": 802.08, "e_homo_ev": [-9.729, -10.078], "total_charge": 1, "symbols": ["Pd", "C", "O", "C", "C", "C", "C", "C", "C", "N", "N", "C", "C", "C", "C", "O", "C", "N", "C", "C", "C", "C", "H", "H", "H", "H", "H", "H", "H", "H", "H", "H", "H", "H", "I", "C", "C", "C", "C", "C", "C", "C", "C", "C", "C", "H", "H", "H", "H", "H", "H", "C", "Si", "C", "C", "N", "C", "C", "C", "C", "C", "C", "H", "H", "H", "H", "H", "H", "H", "H", "H", "H", "H", "H", "H", "H"], "coordinates": [[1.8118, -0.4244, 2.0519], [-5.2882, 4.5122, -8.7464], [-5.4555, 3.5474, -7.7782], [-4.5733, 3.2706, -6.7967], [-5.2048, 2.8227, -5.6100], [-4.4878, 2.5592, -4.4409], [-3.0928, 2.7301, -4.4759], [-2.4502, 3.2861, -5.6416], [-3.2074, 3.4691, -6.8469], [-2.3821, 2.3969, -3.2778], [-1.1544, 2.5239, -3.3789], [-0.3757, 2.2533, -2.2229], [0.9807, 2.5949, -2.4218], [2.0344, 2.2420, -1.6226], [1.6173, 1.4490, -0.4744], [2.5361, 1.0121, 0.3614], [0.2415, 0.9161, -0.4177], [0.0181, -0.0154, 0.5889], [-1.1919, -0.4507, 0.8328], [-2.2776, -0.0588, 0.0300], [-2.1547, 0.8816, -0.9879], [-0.8326, 1.3950, -1.1418], [-6.2998, 4.7364, -9.2207], [-4.6261, 4.1127, -9.4995], [-4.7623, 5.4201, -8.4372], [-6.2676, 2.7698, -5.8702], [-4.9290, 2.1912, -3.5806], [-1.3711, 3.4458, -5.4892], [-2.8019, 3.7358, -7.7688], [1.1682, 3.2036, -3.3896], [2.9917, 2.5420, -1.8266], [-1.3543, -1.1241, 1.7007], [-3.2443, -0.5439, 0.1195], [-3.0444, 1.3583, -1.5372], [4.3238, -0.0441, 2.9225], [4.8706, -1.6102, 1.6435], [6.1335, -2.0027, 1.7688], [6.6104, -3.1379, 1.0319], [5.8613, -3.7383, 0.0812], [4.4737, -3.2323, -0.0948], [3.5896, -3.8286, -1.0254], [2.3019, -3.4229, -1.0949], [1.7882, -2.4286, -0.2208], [2.6207, -1.8101, 0.7012], [3.9945, -2.1608, 0.6884], [6.7709, -1.5219, 2.4645], [7.6949, -3.3590, 1.1956], [6.2887, -4.4804, -0.6354], [3.9683, -4.6310, -1.7256], [1.6550, -3.8575, -1.8729], [0.8252, -2.0257, -0.3884], [-1.3984, 0.4814, 5.3081], [0.2950, 0.5353, 4.6470], [1.5694, 0.6293, 6.0065], [0.5566, 1.9209, 3.3220], [0.6675, -0.9999, 3.7126], [-0.0476, -2.2105, 3.8399], [-0.5512, -2.5865, 5.1012], [-1.0886, -3.8547, 5.2760], [-1.2240, -4.6826, 4.1507], [-0.8056, -4.2576, 2.8805], [-0.2168, -3.0025, 2.7151], [-2.2443, 0.6060, 4.6051], [-1.4730, 1.2810, 6.0547], [-1.6001, -0.4415, 5.8635], [1.4111, 1.4340, 6.6994], [2.5324, 0.6302, 5.5352], [1.4874, -0.3359, 6.5647], [-0.2995, 2.5030, 3.0684], [1.0707, 1.7530, 2.3463], [1.2484, 2.5394, 3.8669], [-0.3341, -1.9613, 5.9474], [-1.3952, -4.1455, 6.3275], [-1.6935, -5.6215, 4.1820], [-0.9711, -4.9398, 2.0448], [0.1631, -2.7426, 1.7119]], "forces_ev_per_angstrom": [[-0.4, 0.4, -1.0], [0.1, 0.8, -1.9], [-0.7, -1.0, 1.3], [-0.4, 0.3, 1.2], [0.2, 0.2, -0.6], [0.5, 0.5, -2.9], [0.6, 0.8, -0.7], [-1.1, -1.1, 0.1], [0.7, -0.4, 2.7], [-1.5, 0.6, -1.1], [1.7, 0.5, 0.8], [-1.0, -0.4, -1.4], [0.5, 1.5, -2.1], [-4.3, -0.8, 1.3], [4.0, -1.9, 1.0], [-3.0, 1.6, -2.2], [-0.6, -1.3, 2.9], [0.7, 1.2, 0.0], [-0.5, 0.0, -0.3], [-0.9, 0.2, -1.1], [-0.3, 0.5, 1.1], [0.4, 0.7, -1.8], [1.4, -0.3, 0.8], [0.0, -0.2, -0.8], [-0.5, 0.1, 0.6], [0.1, -0.4, 1.3], [-0.9, -0.6, 1.6], [-0.6, 0.0, -0.8], [1.1, 0.7, -1.1], [-0.3, -1.1, 1.8], [2.3, 0.5, -0.1], [0.2, 0.5, -0.8], [0.1, 0.1, 0.5], [1.8, -1.3, 0.9], [0.1, 0.0, 0.2], [-0.1, 0.6, -0.2], [0.7, -1.5, -0.2], [1.8, 0.8, 0.2], [-1.4, 0.7, -0.9], [1.5, -1.0, -0.4], [1.2, -1.0, -0.7], [-1.2, 0.2, -0.5], [1.8, 0.2, 0.0], [-0.4, -0.9, -1.0], [-0.9, -0.5, 1.1], [0.7, 0.2, 0.5], [-1.2, -0.2, -0.3], [-0.6, 0.5, 0.9], [-0.4, 1.0, 1.0], [0.2, 0.2, 0.5], [-1.1, -0.1, 0.0], [-1.4, 0.1, 0.5], [0.8, -0.4, -1.5], [-1.0, -1.5, -0.1], [0.9, -0.9, 0.2], [-1.4, -0.9, 0.4], [1.2, 2.7, 0.2], [0.4, -1.2, -0.1], [-0.3, 0.2, 0.9], [0.3, 1.3, -0.3], [-0.2, 0.3, 0.4], [0.0, -1.9, -1.0], [0.6, 0.0, 0.2], [-0.1, 0.1, -0.1], [0.1, 0.3, -0.1], [0.1, 0.5, 0.2], [0.7, 0.3, 0.0], [0.1, 0.7, -0.2], [-0.9, 0.4, 0.1], [-0.3, -0.3, 0.8], [0.3, 0.8, 0.2], [-0.1, 0.1, 0.2], [0.3, 0.1, -1.6], [-0.4, -1.1, 0.5], [0.2, 0.4, 0.1], [-0.1, 0.1, 0.9]]}



These records have energy relative to the best compared isomer or geometry (same formula, charge and spin) values of 242.8 0.0 115.0 kJ/mol, in the order they appear.